No. 1
Computed, not measured: a structure of composition C13H21AuCl3GeIN4O3, with ωB97M-V/def2-TZVPD.

Structure (XYZ):
```
47
Properties=species:S:1:pos:R:3:nbo_charge:R:1
Au 0.3284 0.3088 0.2566 1.50
C 4.3522 1.0581 -1.3301 -0.71
C 3.1787 1.2578 -0.4276 0.74
O 2.3104 0.3193 -0.3336 -0.71
N 3.1083 2.3770 0.2480 -0.51
C 2.0460 2.7280 1.1807 -0.30
C 0.8588 3.2476 0.4172 0.21
C 0.6173 4.5927 0.2219 -0.20
C -0.4535 4.9871 -0.5716 -0.06
C -1.2757 4.0252 -1.1413 -0.21
C -1.0065 2.6939 -0.9036 0.06
N 0.0445 2.3350 -0.1447 -0.45
H 4.2645 0.1308 -1.8877 0.27
H 5.2707 1.0300 -0.7396 0.29
H 4.4362 1.8921 -2.0288 0.28
H 3.8314 3.0650 0.0774 0.45
H 2.4241 3.4756 1.8723 0.28
H 1.7587 1.8441 1.7555 0.27
H 1.2618 5.3230 0.6931 0.27
H -0.6421 6.0392 -0.7448 0.28
H -2.1179 4.2893 -1.7657 0.28
H -1.6232 1.9083 -1.3139 0.24
Cl -4.0936 -0.5488 -1.8892 -0.27
Ge -2.7325 -1.6831 -0.7161 1.21
Cl -3.7052 -2.9351 0.6822 -0.26
Cl -1.9683 0.0742 0.7307 -0.26
N 2.1743 -2.5419 -0.5285 -0.71
C 0.9133 -2.7486 -0.2937 0.70
O 0.0676 -1.8123 -0.0433 -0.72
C 0.3381 -4.1336 -0.3458 -0.67
I 1.7333 -5.7433 -0.4172 0.26
H 2.5554 -1.6057 -0.5076 0.43
H 2.7892 -3.3220 -0.7406 0.45
H -0.2815 -4.2123 -1.2400 0.28
H -0.2964 -4.2897 0.5237 0.28
C 0.9840 -0.9293 5.1998 -0.43
N -0.1132 -0.0223 4.8686 -0.35
C -1.0661 0.3828 5.9131 -0.43
C -0.2448 0.4438 3.6548 0.54
O 0.5597 0.2137 2.7143 -0.82
H 1.2745 -0.8003 6.2383 0.24
H 1.8294 -0.7429 4.5456 0.23
H 0.6775 -1.9680 5.0670 0.22
H -0.8466 -0.1435 6.8355 0.25
H -2.0914 0.1668 5.6179 0.22
H -1.0025 1.4525 6.1060 0.23
H -1.1318 1.0761 3.5241 0.14
```

energy relative to the best compared isomer or geometry (same formula, charge and spin): 334.4 kJ/mol
LUMO energy (spin up / spin down): -12.56 / -12.57 eV
frontier orbital gap (spin up / spin down): 4.55 / 4.55 eV
E_tot: -131775.446 eV
spin multiplicity: 2
⟨S²⟩: 0.7549
net charge: +3
max |F|: 1.4 eV/A


No. 2
Computed, not measured: a structure of composition C13H21BN6OPd, with ωB97M-V/def2-TZVPD.

Structure (XYZ):
```
43
Properties=species:S:1:pos:R:3:lowdin_spin:R:1
H 1.9176 -1.7327 2.5677 0.00
N 1.7377 -0.8717 0.6465 0.11
B 2.2012 0.0611 -1.7366 0.00
N 2.5700 -0.7178 -0.4194 0.00
C 3.7737 -1.2606 -0.1101 0.04
Pd -0.1427 -0.2199 0.5734 1.49
H 4.5827 -1.2319 -0.8384 0.00
C 3.7196 -1.7777 1.1849 0.01
H 4.5138 -2.2813 1.7332 0.00
C 2.4140 -1.5089 1.6252 0.03
H 3.1017 -0.1445 -2.5226 0.00
C -3.0859 2.1279 1.6013 0.03
H -3.9252 2.1246 2.3090 0.00
H -3.5124 1.5285 0.6876 0.01
H -2.9024 3.1224 1.1691 0.00
N 2.0756 1.5729 -1.4808 0.06
N 0.8816 -0.5230 -2.2996 0.03
N 1.2037 2.0997 -0.5792 0.12
N -0.2095 -0.7183 -1.5196 0.39
C 2.8471 2.5518 -2.0418 0.00
C 0.6016 -0.8853 -3.5775 0.26
H 3.5981 2.3076 -2.7934 0.00
H 1.3632 -0.7999 -4.3515 0.01
C 2.4667 3.7670 -1.4832 0.06
C -0.7188 -1.3313 -3.6295 0.27
C 1.4360 3.4190 -0.5765 0.05
C -1.1842 -1.2111 -2.3063 -0.01
H 2.8668 4.7559 -1.7071 0.00
H -1.2618 -1.7011 -4.4979 0.01
H 0.8477 4.0712 0.0732 0.00
H -2.1555 -1.4643 -1.8805 0.00
H -2.1637 1.7719 2.0976 0.01
C -2.5278 -0.6240 3.2412 0.06
C -2.1762 -1.2087 1.8725 0.11
C -3.2250 -2.2196 1.4203 0.04
O -2.0308 -0.2131 0.8870 0.76
H -3.5039 -0.0983 3.2066 0.00
H -1.7335 0.0760 3.5746 0.00
H -2.5980 -1.4377 3.9943 0.00
H -1.2085 -1.7475 1.9721 0.03
H -4.2131 -1.7252 1.3000 0.00
H -2.9241 -2.6639 0.4478 0.00
H -3.3170 -3.0381 2.1665 0.00
```

LUMO energy (spin up / spin down): -6.50 / -11.84 eV
frontier orbital gap (spin up / spin down): 8.96 / 2.99 eV
E_tot: -28944.475 eV
spin multiplicity: 5
⟨S²⟩: 6.0340
net charge: +2
max |F|: 3.2 eV/A


No. 3
Computed, not measured: a structure of composition C13H21BrCl8IN2O, with ωB97M-V/def2-TZVPD.

Structure (XYZ):
```
47
Properties=species:S:1:pos:R:3:nbo_charge:R:1
O -0.6271 -1.1142 5.1056 -0.51
C -0.5157 0.2377 5.0198 0.42
Br -0.8007 1.2766 6.7046 0.10
C -0.1775 0.9034 3.5283 -0.31
N 0.3503 -0.2724 2.6876 -0.37
C -0.5575 -0.9073 1.6568 0.02
C 0.4305 -2.1040 1.0952 -0.05
N 1.7477 -1.9840 1.8407 -0.56
I 3.3719 -3.2283 1.5516 0.50
C 1.7514 -0.8498 2.8697 0.20
H -1.1546 1.3592 3.0303 0.28
H 0.6176 1.7619 3.5753 0.28
H -1.6500 -0.6117 1.3588 0.32
H 0.1393 -2.9129 0.2689 0.32
H 2.5890 -0.5074 3.6188 0.31
Cl 0.7711 -0.4233 -0.4897 -0.05
C 0.9042 0.8018 -1.7764 -0.43
C -0.3113 1.7131 -1.8292 -0.39
Cl -1.7697 0.8565 -2.3899 -0.06
H 1.0599 0.2812 -2.7261 0.25
H 1.8009 1.3906 -1.5601 0.23
H -0.1336 2.5298 -2.5351 0.24
H -0.5303 2.1508 -0.8504 0.21
Cl 2.3103 3.6371 0.3144 -0.07
C 4.0567 3.4699 0.6244 -0.39
C 4.4105 2.1057 1.1942 -0.38
Cl 3.7964 1.8903 2.8530 -0.08
H 4.3614 4.2788 1.2952 0.24
H 4.5629 3.6145 -0.3349 0.24
H 5.4976 1.9933 1.2427 0.24
H 4.0116 1.2948 0.5770 0.22
Cl 2.1119 -1.2497 -4.2777 -0.06
C 1.5864 -2.8967 -3.8472 -0.39
C 0.0776 -3.0591 -3.9348 -0.39
Cl -0.7721 -2.1396 -2.6670 -0.06
H 1.9588 -3.1202 -2.8429 0.22
H 2.0750 -3.5778 -4.5506 0.23
H -0.1920 -4.1104 -3.7972 0.23
H -0.3076 -2.7333 -4.9060 0.23
Cl -7.1222 -1.1751 -2.0177 -0.05
C -6.6191 0.1176 -0.8997 -0.40
C -5.1081 0.1925 -0.7516 -0.38
Cl -4.4469 -1.2175 0.1142 -0.08
H -7.1109 -0.0551 0.0624 0.23
H -6.9991 1.0572 -1.3122 0.23
H -4.8348 1.0775 -0.1694 0.22
H -4.6101 0.2576 -1.7239 0.23
```

LUMO energy: -4.38 eV
frontier orbital gap: 7.44 eV
E_tot: -197158.624 eV
spin multiplicity: 1
net charge: +1
max |F|: 9.5 eV/A


No. 4
Computed, not measured: a structure of composition C13H21Cl2OPSSr, with ωB97M-V/def2-TZVPD.

Structure (XYZ):
```
40
Properties=species:S:1:pos:R:3:nbo_charge:R:1
Sr -0.3127 -0.2174 0.6934 1.75
Cl 0.7774 0.0562 3.5065 -0.08
C 2.5534 -0.0332 3.4402 -0.04
C 3.1487 -0.2335 4.6707 -0.22
C 4.5301 -0.3136 4.7378 -0.23
C 5.2706 -0.1935 3.5751 -0.22
C 4.6344 0.0053 2.3627 -0.05
Cl 5.6480 0.1402 0.9574 0.01
C 3.2361 0.0974 2.2227 -0.18
S 2.5022 0.3247 0.6588 -0.56
H 2.5346 -0.3272 5.5540 0.23
H 5.0198 -0.4755 5.6879 0.22
H 6.3491 -0.2557 3.5931 0.23
C -3.1560 -4.0373 -0.8105 -0.61
C -2.7421 -2.5913 -0.5307 -0.23
C -2.6215 -1.8339 -1.8531 -0.60
C -1.4488 -2.4707 0.2798 -1.11
H -4.1011 -4.1103 -1.3575 0.19
H -3.2556 -4.5945 0.1225 0.20
H -2.3856 -4.5428 -1.4011 0.19
H -3.5605 -2.1221 0.0336 0.17
H -1.7566 -2.1998 -2.4181 0.19
H -2.4739 -0.7612 -1.6875 0.18
H -3.5002 -1.9489 -2.4947 0.20
H -0.6902 -3.0861 -0.2423 0.17
H -1.5812 -3.0069 1.2346 0.18
C -1.7391 1.8043 -3.2421 -1.02
P -0.9988 2.4595 -1.7425 1.96
C 0.7609 2.5998 -2.0514 -1.02
C -1.6649 4.1093 -1.5217 -1.01
O -1.2698 1.5835 -0.5449 -1.21
H -1.5516 2.4733 -4.0833 0.25
H -2.8148 1.6892 -3.1099 0.26
H -1.3212 0.8234 -3.4700 0.27
H 0.9576 3.1945 -2.9453 0.25
H 1.1832 1.6047 -2.2023 0.26
H 1.2725 3.0480 -1.1996 0.28
H -1.4728 4.7249 -2.4012 0.25
H -1.2180 4.5840 -0.6497 0.26
H -2.7417 4.0332 -1.3710 0.26
```

energy relative to the best compared isomer or geometry (same formula, charge and spin): 19.1 kJ/mol
LUMO energy: -0.02 eV
frontier orbital gap: 6.62 eV
E_tot: -61876.157 eV
spin multiplicity: 1
max |F|: 0.3 eV/A